(1)
11
Properties=species:S:1:pos:R:3:nbo_charge:R:1 method="wB97M-V/def2-TZVPD" e_homo_ev=-9.5 de_lowest_kcal_mol=129.9 gap_ev=9.847 total_charge=0 spin_multiplicity=1
C 1.18019 -0.35609 -0.91868 -0.6337
C -0.02413 0.18771 -0.11927 -0.2491
C -1.44709 0.03046 -0.25017 -0.0297
C 0.08043 0.44724 1.22323 0.1664
H 0.49685 -1.05896 -1.84325 0.2369
H 2.02326 -1.29735 0.01517 0.2256
H 2.05373 0.60775 -1.52582 0.2520
H -2.00709 -0.17191 -1.16199 0.2236
H 0.85951 0.68263 1.92940 0.2117
N -2.10647 0.32063 0.84038 -0.1186
O -1.10918 0.60786 1.81099 -0.2851

***

(2)
7
Properties=species:S:1:pos:R:3:nbo_charge:R:1 method="wB97M-V/def2-TZVPD" e_homo_ev=-9.5 de_lowest_kcal_mol=42.8 gap_ev=9.775 total_charge=0 smiles="C=O.FS" spin_multiplicity=1
C 2.25794 -0.50297 0.07847 0.2675
O 1.07984 -0.49450 0.47446 -0.4902
F -2.84821 0.32654 -1.25064 -0.4806
S -2.82860 0.29215 0.38780 0.4018
H 2.89104 -1.26755 0.43266 0.1064
H 2.72199 0.10556 -0.70643 0.1162
H -3.27400 1.54076 0.58368 0.0790

***

(3)
33
Properties=species:S:1:pos:R:3:nbo_charge:R:1 method="wB97M-V/def2-TZVPD" e_homo_ev=-10.2 de_lowest_kcal_mol=34.5 gap_ev=10.511 total_charge=0 smiles="O=CNC(=O)CCO.O.O.O.O.O.O" spin_multiplicity=1
O 2.48429 2.87353 -0.02168 -0.5759
C 2.06151 1.74144 -0.07090 0.7113
N 1.78420 1.09362 1.12855 -0.6577
C 1.25142 -0.14496 1.41529 0.5503
O 0.76641 -0.34291 2.51400 -0.6352
C 2.06860 0.90263 -1.32866 -0.5491
C 1.29561 1.49752 -2.46753 -0.0564
O -0.08679 1.55870 -2.18368 -0.7405
H 1.77218 1.66689 1.96772 0.4170
H 1.22706 -0.94004 0.66165 0.1786
H 1.80684 -0.14316 -1.13287 0.2294
H 3.09757 0.68923 -1.64783 0.2487
H 1.61641 2.54742 -2.53257 0.1864
H 1.61486 1.07907 -3.42455 0.1678
H -0.40415 0.71469 -1.84599 0.4977
H -1.05887 -0.27288 3.37786 0.5131
H -2.28378 -0.37028 4.33582 0.5019
O -2.00337 -0.51836 3.41567 -0.9677
H -1.99731 -2.49103 2.61777 0.4685
H -1.89073 -1.06638 2.15845 0.4856
O -1.93037 -1.97156 1.78517 -0.9953
H -0.05578 3.18834 1.14704 0.4501
H 0.27330 4.09449 0.06934 0.4748
O -0.45916 3.93380 0.68813 -0.9238
H 0.12650 -3.90989 -0.15437 0.4779
H -0.40067 -3.08482 0.99986 0.4964
O 0.27700 -3.08487 0.32993 -0.9718
H -3.40635 -2.19018 -2.78092 0.4726
H -2.27268 -1.54180 -3.51220 0.4763
O -2.46087 -2.13752 -2.78938 -0.9383
H -1.57269 -1.09022 -1.32470 0.4989
H -0.61844 -1.33770 -0.25229 0.4989
O -0.62172 -0.94281 -1.14210 -0.9906